Run one
C5H6O as an isolated structure, computed with ωB97M-V/def2-TZVPD.

HOMO-LUMO gap (eV): 10.89

Last column: Mulliken charge in e.
Cartesian coordinates (Å):
C 2.420 -0.956 -0.353  0.38
C 1.370 -0.485 -0.013  -1.05
C 0.144 0.089 0.489  0.05
C -1.197 -0.564 0.132  -0.45
O -1.459 0.306 -0.944  -0.39
C -0.583 1.217 -0.287  -0.46
H 3.341 -1.371 -0.683  0.44
H 0.251 0.256 1.560  0.28
H -1.265 -1.614 -0.208  0.33
H -1.946 -0.095 0.945  0.26
H -1.245 1.729 0.641  0.25
H -0.014 1.676 -1.121  0.36

---

Run two
One molecule with the formula C5H6O, computed with ωB97M-V/def2-TZVPD.

Structure (SMILES): C=C=C(C)C=O
HOMO-LUMO gap (alpha / beta) (eV): 8.85 / 8.85

Last column: Mulliken charge in e.
Cartesian coordinates (Å):
C -0.726 0.794 0.318  -1.24
C -0.698 -1.794 -0.243  -0.30
C 0.528 -1.354 -0.046  -0.20
C 0.533 -0.033 0.206  0.46
C 1.784 0.714 0.309  -0.16
O 1.815 1.927 0.332  -0.53
H -1.120 0.795 1.345  0.27
H -0.400 1.796 0.082  0.38
H -1.615 0.587 -0.314  0.34
H -1.149 -1.567 -1.212  0.31
H -1.375 -1.867 0.612  0.33
H 2.703 0.090 0.315  0.34

---

Run three
One molecule with the formula C5H6O, computed with ωB97M-V/def2-TZVPD.

Structure (SMILES): CC1(C=O)C=C1
HOMO-LUMO gap (eV): 9.39

Last column: Mulliken charge in e.
Cartesian coordinates (Å):
C 0.941 -0.715 -0.871  -1.17
C -0.039 0.034 0.062  0.60
C -1.383 0.256 -0.530  -0.09
O -2.141 1.139 -0.176  -0.51
C 0.054 1.179 1.254  -0.37
C 0.308 -0.046 1.502  -0.48
H 0.400 -1.135 -1.735  0.34
H 1.356 -1.588 -0.342  0.30
H 1.783 -0.142 -1.262  0.27
H -1.607 -0.329 -1.445  0.29
H -0.555 2.056 1.398  0.39
H 0.845 -0.752 2.103  0.42

---

Tell me which of them is the most stable. Sure, it is run three.

---

Run one
A 2-piece molecular cluster, C3H8OS overall, computed with ωB97M-V/def2-TZVPD.

Structure (SMILES): C=CO.CS
HOMO-LUMO gap (eV): 9.41

Last column: Mulliken charge in e.
Cartesian coordinates (Å):
C -3.256 0.833 0.819  -0.76
S -1.663 0.644 -0.140  -0.16
H -4.139 0.542 0.271  0.31
H -3.078 0.390 1.783  0.23
H -3.270 1.912 0.933  0.28
H -2.338 0.400 -1.271  0.11
C 2.371 -0.123 -1.004  -0.76
C 2.740 -0.588 0.198  0.15
O 2.867 -1.901 0.576  -0.47
H 1.600 0.638 -1.059  0.15
H 2.862 -0.330 -1.948  0.31
H 2.527 -0.023 1.099  0.28
H 2.777 -2.392 -0.257  0.34

---

Run two
One molecule with the formula C3H8OS, computed with ωB97M-V/def2-TZVPD.

Structure (SMILES): C[C@H](S)CO
HOMO-LUMO gap (eV): 9.82

Last column: Mulliken charge in e.
Cartesian coordinates (Å):
C -0.291 -1.663 -0.104  -1.22
C -0.105 -0.160 -0.473  0.15
C -0.204 0.705 0.819  -0.61
H -1.331 -1.936 0.007  0.35
H 0.047 -2.328 -0.894  0.39
H 0.345 -1.889 0.780  0.31
H -0.818 0.171 -1.206  0.27
H 1.318 1.669 -1.250  0.05
H -1.041 0.309 1.405  0.34
H 0.657 0.342 1.469  0.28
H 0.359 2.447 0.122  0.36
O -0.382 2.048 0.682  -0.46
S 1.447 0.284 -1.359  -0.20

---

Tell me which of them is the most stable. Sure, it is run two.

---

Run one
A 2-piece molecular cluster, C3H8OS overall, computed with ωB97M-V/def2-TZVPD.

Structure (SMILES): C=C.CSO
HOMO-LUMO gap (eV): 9.48

Last column: Mulliken charge in e.
Cartesian coordinates (Å):
C -2.543 0.724 -0.472  -0.31
C -3.326 -0.208 0.035  -0.42
C 3.206 -0.711 -0.130  -0.74
O 1.436 1.026 0.870  -0.47
S 1.768 0.297 -0.585  0.08
H -2.843 1.339 -1.304  0.23
H -1.556 0.921 -0.083  0.07
H -4.311 -0.405 -0.357  0.22
H -3.026 -0.824 0.868  0.22
H 3.629 -1.074 -1.060  0.29
H 3.922 -0.081 0.388  0.26
H 2.901 -1.547 0.495  0.24
H 0.743 0.544 1.334  0.32

---

Run two
A 2-piece molecular cluster, C3H8OS overall, computed with ωB97M-V/def2-TZVPD.

Structure (SMILES): CC=O.CS
HOMO-LUMO gap (eV): 10.01

Last column: Mulliken charge in e.
Cartesian coordinates (Å):
C -0.705 -1.827 2.894  -0.68
S 0.539 -1.665 1.550  -0.21
H -0.082 -1.523 3.718  0.23
H -0.900 -2.869 3.113  0.29
H -1.542 -1.174 2.685  0.26
H -0.273 -1.755 0.499  0.10
O 2.090 1.893 -1.598  -0.48
C 1.030 1.315 -1.530  0.26
C -0.072 1.612 -2.527  -0.82
H 0.795 0.867 -0.549  0.24
H -0.856 2.097 -1.951  0.26
H 0.357 2.309 -3.230  0.27
H -0.380 0.720 -3.074  0.29

---

Run three
C3H8OS as an isolated structure, computed with ωB97M-V/def2-TZVPD.

HOMO-LUMO gap (eV): 9.65

Last column: Mulliken charge in e.
Cartesian coordinates (Å):
C -0.701 0.906 -0.227  -0.23
C 0.044 -0.388 -0.609  -0.40
C 1.415 -0.743 0.082  -0.51
H -2.730 0.445 -0.537  0.31
H -0.163 2.168 -0.301  0.21
H -1.084 0.939 1.119  0.17
H 0.225 -0.328 -1.863  0.26
H -0.850 -1.246 -0.442  0.25
H 1.423 -1.854 -0.329  0.32
H 2.034 0.166 -0.371  0.21
H 0.489 -0.703 2.626  0.13
O -1.826 0.555 -0.999  -0.49
S 1.725 0.085 1.850  -0.24

---

Tell me which of them is the most stable. Sure, it is run two.

---

Run one
A 2-piece molecular cluster, C3H8OS overall, computed with ωB97M-V/def2-TZVPD.

Structure (SMILES): C=CO.CS
HOMO-LUMO gap (eV): 9.28

Last column: Mulliken charge in e.
Cartesian coordinates (Å):
C -1.828 -1.149 -0.448  -0.79
S -1.329 0.378 0.338  -0.16
H -2.627 -1.726 0.034  0.35
H -2.158 -1.100 -1.481  0.29
H -0.973 -1.693 -0.228  0.25
H -2.607 0.886 0.488  0.09
C 1.436 0.635 -1.177  -0.63
C 1.652 0.592 0.155  -0.13
O 2.035 -0.615 0.716  -0.50
H 0.951 1.437 -1.741  0.27
H 1.831 -0.218 -1.759  0.24
H 1.395 1.458 0.792  0.37
H 1.607 -0.638 1.588  0.35

---

Run two
A 2-piece molecular cluster, C3H8OS overall, computed with ωB97M-V/def2-TZVPD.

HOMO-LUMO gap (alpha / beta) (eV): 8.28 / 6.99

Last column: Mulliken charge in e.
Cartesian coordinates (Å):
C 0.267 -1.106 -1.472  -1.28
C 0.427 1.649 1.457  -0.59
C -0.783 -0.342 -0.738  0.26
O 0.551 1.317 0.188  -0.55
S -1.525 -0.984 0.633  -0.14
H 0.257 -1.077 -2.561  0.30
H 0.387 -2.079 -1.211  0.42
H 1.138 -0.620 -1.254  0.38
H 0.731 0.647 2.035  0.18
H -0.553 1.970 1.735  0.25
H 1.198 2.298 1.771  0.29
H -1.005 0.585 -1.257  0.32
H -1.090 -2.259 0.675  0.15

---

Tell me which of them is the most stable. Sure, it is run one.

---

Run one
One molecule with the formula C20H26N6O3, computed with ωB97M-V/def2-TZVPD.

Structure (SMILES): O=C(CN1CCN(Cc2ccccc2)CC1)NCCNc1ccc([N+](=O)[O-])cn1
HOMO-LUMO gap (eV): 8.59

Last column: Mulliken charge in e.
Cartesian coordinates (Å):
O -3.152 -0.142 1.494  -0.68
C -2.110 -0.370 0.917  0.66
N -1.783 -1.581 0.412  0.02
H -0.896 -1.643 -0.068  0.27
C -2.727 -2.665 0.355  -0.81
H -3.522 -2.406 1.059  0.43
H -2.257 -3.601 0.666  0.40
C -3.311 -2.819 -1.069  -0.91
N -3.620 -1.541 -1.663  -0.12
C -4.490 -0.641 -1.140  0.36
N -4.273 0.622 -1.531  -0.60
C -5.069 1.568 -1.093  -0.10
C -6.139 1.317 -0.240  -0.05
C -6.388 -0.001 0.157  -0.63
C -5.563 -0.995 -0.300  -0.26
H -5.726 -2.021 -0.015  0.36
H -7.218 -0.206 0.817  0.49
N -6.969 2.379 0.220  0.99
O -7.916 2.096 0.928  -0.63
O -6.689 3.511 -0.130  -0.63
H -4.854 2.576 -1.422  0.48
H -2.870 -1.091 -2.169  0.32
H -4.210 -3.438 -1.028  0.34
H -2.587 -3.313 -1.720  0.45
C -1.049 0.691 0.657  -1.04
N 0.257 0.101 0.433  0.19
C 0.867 -0.326 1.684  -0.64
C 2.169 -1.065 1.394  -0.90
N 3.078 -0.179 0.699  0.26
C 2.476 0.253 -0.546  -0.69
C 1.173 0.991 -0.260  -0.92
H 0.715 1.304 -1.202  0.46
H 1.395 1.889 0.339  0.32
H 3.172 0.922 -1.057  0.44
H 2.267 -0.608 -1.209  0.24
C 4.389 -0.770 0.493  -1.09
C 5.381 0.260 0.024  0.53
C 6.257 -0.006 -1.019  -0.47
C 7.175 0.947 -1.426  -0.57
C 7.220 2.180 -0.799  -0.40
C 6.345 2.455 0.240  -0.58
C 5.434 1.500 0.650  -0.17
H 4.745 1.704 1.456  0.39
H 6.377 3.416 0.732  0.38
H 7.934 2.924 -1.118  0.38
H 7.853 0.727 -2.237  0.38
H 6.223 -0.966 -1.515  0.34
H 4.352 -1.611 -0.223  0.35
H 4.725 -1.168 1.457  0.39
H 2.627 -1.374 2.337  0.43
H 1.949 -1.972 0.799  0.30
H 0.173 -0.986 2.209  0.42
H 1.086 0.539 2.331  0.39
H -1.064 1.415 1.486  0.32
H -1.365 1.221 -0.247  0.43

---

Run two
One molecule with the formula C20H26N6O3, computed with ωB97M-V/def2-TZVPD.

Structure (SMILES): O=C(CN1CCN(Cc2ccccc2)CC1)NCCNc1ccc([N+](=O)[O-])cn1
HOMO-LUMO gap (eV): 8.44

Last column: Mulliken charge in e.
Cartesian coordinates (Å):
O -3.583 -2.531 0.835  -0.69
C -2.384 -2.356 0.760  0.40
N -1.682 -2.474 -0.385  0.11
H -0.704 -2.225 -0.330  0.25
C -2.274 -2.901 -1.630  -0.87
H -2.815 -3.838 -1.462  0.37
H -1.473 -3.073 -2.350  0.45
C -3.282 -1.875 -2.184  -0.78
N -2.665 -0.601 -2.432  -0.12
C -2.674 0.483 -1.633  0.59
N -1.742 1.398 -1.951  -0.62
C -1.662 2.500 -1.248  -0.13
C -2.508 2.777 -0.176  -0.18
C -3.506 1.848 0.146  -0.43
C -3.595 0.689 -0.581  -0.46
H -4.339 -0.050 -0.337  0.39
H -4.177 2.056 0.966  0.52
N -2.353 3.968 0.583  1.00
O -3.173 4.203 1.450  -0.63
O -1.399 4.681 0.327  -0.64
H -0.894 3.206 -1.537  0.52
H -1.921 -0.585 -3.117  0.28
H -4.088 -1.763 -1.462  0.30
H -3.697 -2.260 -3.120  0.36
C -1.504 -2.034 1.964  -0.72
N -0.292 -1.342 1.567  0.29
C 0.809 -1.510 2.500  -1.06
C 2.059 -0.847 1.926  -0.50
N 1.805 0.565 1.733  0.16
C 0.710 0.746 0.804  -1.00
C -0.536 0.078 1.371  0.10
H -1.368 0.191 0.675  -0.41
H -0.805 0.567 2.322  0.22
H 0.523 1.816 0.685  0.48
H 0.928 0.316 -0.190  0.21
C 2.992 1.346 1.410  -1.72
C 3.651 0.969 0.105  0.83
C 3.242 1.550 -1.089  -0.14
C 3.801 1.158 -2.293  -0.72
C 4.780 0.179 -2.319  -0.40
C 5.201 -0.400 -1.134  -0.68
C 4.639 -0.008 0.068  -0.26
H 4.979 -0.459 0.990  0.37
H 5.971 -1.158 -1.146  0.38
H 5.218 -0.126 -3.258  0.38
H 3.473 1.620 -3.213  0.39
H 2.486 2.322 -1.075  0.40
H 3.697 1.215 2.236  0.54
H 2.685 2.395 1.383  0.50
H 2.884 -0.963 2.632  0.42
H 2.328 -1.353 0.981  0.32
H 0.993 -2.578 2.640  0.48
H 0.581 -1.057 3.479  0.34
H -1.237 -2.996 2.413  0.46
H -2.101 -1.478 2.702  0.32

---

Tell me which of them is the most stable. Sure, it is run two.

---

Run one
A 2-piece molecular cluster, C2H5NO overall, computed with ωB97M-V/def2-TZVPD.

HOMO-LUMO gap (alpha / beta) (eV): 8.01 / 8.31

Last column: Mulliken charge in e.
Cartesian coordinates (Å):
C -0.102 -0.431 0.778  -0.61
C -0.489 0.764 -0.011  -0.69
N 0.965 0.343 -1.875  0.11
O 1.281 -0.801 -1.738  -0.19
H 0.218 -0.122 1.820  0.24
H -1.051 -0.889 1.106  0.24
H 0.576 -1.190 0.192  0.23
H -0.149 1.695 0.472  0.30
H -1.249 0.631 -0.744  0.37

---

Run two
A 2-piece molecular cluster, C2H5NO overall, computed with ωB97M-V/def2-TZVPD.

HOMO-LUMO gap (eV): 8.98

Last column: Mulliken charge in e.
Cartesian coordinates (Å):
C -0.286 -0.306 0.487  -0.73
N -1.224 0.592 -0.189  -0.44
C 0.963 -0.562 -0.181  0.19
O 1.753 0.428 -0.030  -0.46
H -0.950 1.564 -0.204  0.24
H -1.591 0.256 -1.072  0.18
H 1.364 -1.509 -0.555  0.34
H -0.783 -1.169 0.926  0.26
H 0.755 0.705 0.816  0.42

---

Tell me which of them is the most stable. Sure, it is run two.

---

Run one
A 3-piece molecular cluster, C2H5NO overall, computed with ωB97M-V/def2-TZVPD.

HOMO-LUMO gap (eV): 4.58

Last column: Mulliken charge in e.
Cartesian coordinates (Å):
C 0.229 2.598 0.119  -0.50
C -0.243 1.432 -0.111  0.56
N -0.812 0.412 0.269  -0.19
O -0.671 -2.055 -0.428  -0.76
H 0.482 3.499 -0.408  0.29
H 1.661 -1.625 1.116  0.14
H 1.539 -1.204 0.519  -0.15
H -0.772 -0.432 -0.411  0.39
H -1.413 -2.625 -0.664  0.23

---

Run two
One molecule with the formula C2H5NO, computed with ωB97M-V/def2-TZVPD.

Structure (SMILES): CNC=O
HOMO-LUMO gap (eV): 10.85

Last column: Mulliken charge in e.
Cartesian coordinates (Å):
C 0.058 0.762 -1.155  0.14
N 0.002 -0.404 -0.453  -0.16
C -0.126 -0.270 0.973  -0.87
O -0.043 0.869 -2.359  -0.56
H 0.151 1.496 -0.337  0.28
H 0.265 -1.314 -0.823  0.26
H -1.059 0.007 1.491  0.25
H 0.720 0.235 1.361  0.40
H 0.032 -1.382 1.302  0.26

---

Tell me which of them is the most stable. Sure, it is run two.

---

Run one
A 2-piece molecular cluster, C2H5NO overall, computed with ωB97M-V/def2-TZVPD.

Structure (SMILES): C=N.C=O
HOMO-LUMO gap (eV): 11.00

Last column: Mulliken charge in e.
Cartesian coordinates (Å):
C -2.875 0.202 0.178  -0.25
N -2.260 0.535 -0.871  -0.45
H -3.801 0.673 0.528  0.21
H -2.496 -0.613 0.778  0.25
H -2.705 1.352 -1.289  0.24
O 2.828 -0.694 -0.180  -0.37
C 2.471 -0.108 0.789  -0.03
H 2.846 -0.351 1.814  0.19
H 1.713 0.695 0.860  0.21

---

Run two
C2H5NO as an isolated structure, computed with ωB97M-V/def2-TZVPD.

HOMO-LUMO gap (eV): 8.77

Last column: Mulliken charge in e.
Cartesian coordinates (Å):
C -1.272 0.271 0.060  -0.52
C 0.421 0.019 -0.579  -0.06
O 0.215 1.227 -0.145  -0.32
N 1.493 -0.590 -0.023  -0.32
H -1.581 0.995 0.822  0.25
H -1.347 -0.732 0.491  0.28
H -1.849 0.361 -0.853  0.25
H 2.102 -0.078 0.609  0.21
H 1.818 -1.473 -0.382  0.23

---

Run three
A 2-piece molecular cluster, C2H5NO overall, computed with ωB97M-V/def2-TZVPD.

Structure (SMILES): C#[N+][O-].C
HOMO-LUMO gap (eV): 11.24

Last column: Mulliken charge in e.
Cartesian coordinates (Å):
C 1.938 -1.244 0.081  -0.28
C -1.635 0.577 0.065  -0.93
N 2.110 -0.115 0.022  0.56
O 2.316 1.013 0.064  -0.58
H 2.140 -2.164 -0.380  0.31
H -2.382 -0.207 -0.267  0.26
H -2.367 1.387 0.308  0.26
H -1.241 0.045 0.895  0.24
H -0.879 0.709 -0.789  0.18

---

Tell me which of them is the most stable. Sure, it is run one.